{
  "formula": "C30H58AlAsCl2F7N6NaO16PV",
  "method": "ωB97M-V/def2-TZVPD",
  "species": ["C", "C", "C", "C", "C", "C", "C", "N", "N", "N", "C", "C", "C", "C", "C", "N", "N", "N", "C", "C", "P", "O", "O", "O", "O", "H", "H", "H", "H", "H", "H", "H", "H", "H", "H", "H", "H", "H", "H", "H", "H", "H", "H", "H", "H", "H", "H", "H", "H", "H", "H", "H", "H", "H", "H", "H", "H", "H", "H", "H", "Cl", "C", "C", "Cl", "C", "C", "C", "C", "H", "H", "H", "H", "C", "O", "O", "O", "H", "O", "C", "O", "C", "C", "C", "H", "H", "H", "H", "H", "H", "H", "H", "Na", "O", "V", "O", "C", "C", "O", "H", "H", "H", "H", "H", "H", "C", "C", "O", "C", "O", "O", "F", "H", "H", "H", "F", "As", "F", "F", "F", "F", "F", "Al", "O", "H"],
  "positions_angstrom": [[-5.187, 2.189, -0.886], [-4.854, 0.663, -0.645], [-5.988, 0.112, 0.376], [-3.473, 0.385, 0.082], [-2.164, 0.716, -0.776], [-2.255, 0.867, -2.349], [-2.679, -0.439, -3.175], [-1.521, -0.753, -4.104], [-3.079, -1.598, -2.344], [-3.798, -0.100, -4.107], [-1.820, 2.250, -0.335], [-0.403, 2.226, 0.391], [-0.520, 2.986, 1.811], [0.865, 2.918, -0.247], [1.824, 2.068, -1.179], [3.067, 1.786, -0.432], [2.252, 3.010, -2.292], [1.227, 0.880, -1.849], [-0.428, 0.713, 0.850], [0.795, 0.082, 1.661], [1.366, -1.616, 1.129], [2.828, -1.758, 1.599], [0.493, -2.877, 1.857], [1.388, -1.843, -0.551], [-1.072, -0.083, -0.206], [-5.194, 2.807, 0.057], [-4.536, 2.693, -1.665], [-6.245, 2.224, -1.308], [-4.949, 0.020, -1.567], [-5.657, -0.803, 0.938], [-6.980, -0.032, -0.155], [-6.159, 0.973, 1.101], [-3.446, -0.716, 0.372], [-3.518, 0.948, 1.070], [-1.226, 1.192, -2.698], [-2.950, 1.706, -2.666], [-0.764, -1.210, -3.596], [-1.203, 0.093, -4.586], [-2.205, -2.108, -2.136], [-3.575, -2.242, -2.986], [-4.545, 0.391, -3.604], [-3.473, 0.567, -4.819], [-2.540, 2.725, 0.403], [-1.824, 2.863, -1.281], [0.377, 2.650, 2.435], [-1.446, 2.697, 2.392], [-0.388, 4.104, 1.691], [0.491, 3.795, -0.873], [1.446, 3.409, 0.598], [2.970, 1.944, 0.570], [3.478, 0.880, -0.662], [1.475, 3.184, -2.939], [2.966, 2.451, -2.787], [0.961, 1.095, -2.823], [1.970, 0.170, -1.966], [-1.261, 0.717, 1.634], [0.445, -0.043, 2.738], [1.692, 0.773, 1.732], [0.349, -3.523, 1.133], [0.520, -2.148, -0.886], [5.719, 1.928, 5.689], [5.956, 0.375, 4.974], [5.385, 0.026, 3.750], [4.404, 1.128, 2.850], [5.600, -1.243, 3.219], [6.385, -2.164, 3.907], [6.959, -1.815, 5.126], [6.744, -0.548, 5.658], [5.156, -1.520, 2.269], [6.548, -3.152, 3.492], [7.573, -2.531, 5.663], [7.192, -0.283, 6.610], [-2.216, 4.629, 4.610], [-2.674, 5.350, 5.524], [-1.110, 5.133, 4.041], [-2.646, 3.542, 4.180], [-1.088, 5.939, 4.611], [-6.033, -2.937, -0.367], [-6.231, -3.868, -1.125], [-6.763, -4.987, -0.653], [-7.256, -6.065, -1.464], [-6.149, -7.044, -1.801], [-5.802, -3.804, -2.564], [-7.766, -5.687, -2.352], [-8.015, -6.568, -0.864], [-5.364, -6.575, -2.398], [-6.547, -7.893, -2.360], [-5.678, -7.414, -0.888], [-4.772, -4.155, -2.647], [-5.854, -2.765, -2.897], [-6.445, -4.374, -3.231], [-0.124, -1.976, -2.405], [3.227, -2.311, -7.121], [2.146, -1.153, -6.413], [1.078, 0.037, -5.723], [5.141, 5.960, -2.463], [5.113, 5.430, -3.881], [5.532, 4.069, -3.903], [6.146, 5.881, -2.043], [4.827, 7.006, -2.430], [4.479, 5.374, -1.819], [5.791, 6.001, -4.518], [4.106, 5.495, -4.305], [4.922, 3.570, -3.346], [11.272, 1.156, 3.707], [9.981, 0.401, 3.604], [10.329, -0.895, 4.103], [11.356, -0.673, 5.008], [11.712, -1.471, 5.811], [11.884, 0.564, 4.855], [9.585, 0.267, 2.310], [11.917, 1.008, 2.835], [11.118, 2.225, 3.852], [9.164, 0.816, 4.199], [-11.587, -3.537, 0.931], [-9.871, -3.218, 1.260], [-9.723, -4.799, 2.059], [-10.300, -2.469, 2.815], [-8.141, -2.897, 1.587], [-10.005, -1.636, 0.456], [-9.427, -3.969, -0.300], [10.556, -2.186, 2.511], [0.338, -4.442, -4.263], [0.327, -5.314, -4.672]],
  "energy_ha": -8254.43567,
  "orbital_gap_ev": 1.5,
  "e_homo_ev": -13.1,
  "total_charge": 2
}